{"formula": "C3H8N3", "method": "ωB97M-V with the def2-TZVPD basis set", "homo_energy_ev": -10.8, "lumo_ev": -5.2345, "multiplicity": 1, "total_charge": 1, "relative_energy_kj_mol": 500.9, "orbital_gap_ev": 5.6, "elements": ["C", "C", "C", "N", "N", "N", "H", "H", "H", "H", "H", "H", "H", "H"], "coordinates": [[-0.3957, 1.6434, -3.6214], [-1.3758, 4.2762, -3.9635], [2.8952, -4.1804, 5.4336], [-0.0475, 0.6068, -3.8243], [2.4949, -5.2849, 5.7605], [-2.4628, 3.8995, -4.3871], [-0.9434, 5.0815, -4.5707], [-0.8562, 3.8053, -3.2366], [3.8375, -3.9808, 5.8667], [2.6602, -3.5318, 4.5803], [1.7053, -5.6872, 5.3906], [0.4644, -0.2558, -3.9318], [-2.8307, 3.9495, -5.3787], [-2.9589, 3.1156, -3.9259]], "atomic_forces_ev_per_a": [[-1.989, 5.211, 0.996], [1.843, 3.666, -2.908], [1.698, 1.551, -1.812], [2.500, -5.795, -0.973], [0.550, -2.023, 2.448], [-4.585, -3.598, -1.999], [0.427, -0.334, 0.437], [1.034, -1.001, 2.923], [1.068, 1.161, 0.724], [-0.882, -0.028, 0.189], [-2.433, -0.663, -1.546], [-0.358, 0.167, -0.025], [0.595, 1.233, 1.520], [0.532, 0.453, 0.027]], "lowdin_charge": [-0.03, 0.08, -0.16, 0.14, 0.05, 0.17, 0.15, 0.01, 0.04, 0.07, 0.01, 0.11, 0.20, 0.16]}